The following is a DFT calculation (ωB97M-V with the def2-TZVPD basis set) of a 14-piece molecular cluster, C75H168F30N9O3P5 overall.

Structure (XYZ):
```
290
C75H168F30N9O3P5, DFT ωB97M-V with the def2-TZVPD basis set
C -7.90899 2.73491 -7.99067
C -6.62659 2.34026 -7.20482
C -7.06067 1.40128 -6.02858
C -7.30090 2.23546 -4.67977
N -7.51439 1.50326 -3.33219
C -6.16521 0.77196 -2.91638
C -6.58690 -0.39653 -2.01081
C -7.80131 -0.89825 -2.69190
C -8.47155 0.25344 -3.45363
C -7.91398 2.43017 -2.17067
C -9.27979 3.13820 -2.34216
C -9.66254 4.00775 -1.09975
H -8.41569 1.86365 -8.40570
H -7.65784 3.32709 -8.87064
H -8.64525 3.35376 -7.47780
H -5.95054 3.16166 -6.96743
H -5.89288 1.83385 -7.83195
H -6.37067 0.58357 -5.82033
H -8.00789 0.97849 -6.36342
H -8.28396 2.69922 -4.76114
H -6.51710 2.90175 -4.31949
H -5.46549 1.43236 -2.40417
H -5.74891 0.27409 -3.79213
H -6.88544 -0.12896 -0.99721
H -5.88696 -1.23010 -1.95306
H -8.58100 -1.37429 -2.09728
H -7.42024 -1.70708 -3.31536
H -9.43636 0.59546 -3.07910
H -8.54012 0.02164 -4.51649
H -7.14864 3.15739 -1.89952
H -7.85442 1.65700 -1.40466
H -10.12615 2.49119 -2.57268
H -9.33117 3.70745 -3.27029
H -10.48583 4.69852 -1.28174
H -8.83384 4.64938 -0.80030
H -9.89397 3.39846 -0.22606
C -6.36142 -6.49447 -7.23622
C -6.77697 -5.06968 -6.82188
C -5.73198 -3.93857 -7.02980
C -4.34660 -4.09237 -6.34191
N -3.46993 -2.81831 -6.40619
C -2.06785 -3.02614 -5.74070
C -1.65894 -1.75598 -5.02066
C -2.90374 -0.81343 -5.01615
C -4.07379 -1.70241 -5.47714
C -3.24350 -2.25519 -7.85432
C -2.81573 -3.27998 -8.82608
C -2.55479 -2.73254 -10.25485
H -6.31338 -6.60584 -8.31944
H -7.06594 -7.24862 -6.88551
H -5.39062 -6.84819 -6.88904
H -7.06856 -5.14867 -5.77458
H -7.71247 -4.71292 -7.25275
H -6.17487 -3.04125 -6.59763
H -5.58407 -3.77671 -8.09751
H -3.72530 -4.91234 -6.70211
H -4.52851 -4.38860 -5.30884
H -1.32459 -3.56973 -6.32393
H -2.19940 -3.70139 -4.89524
H -0.82521 -1.13424 -5.34691
H -1.42801 -1.98069 -3.97937
H -2.66915 0.05872 -5.62642
H -3.12121 -0.41728 -4.02424
H -4.97486 -1.20984 -5.84257
H -4.31543 -2.20200 -4.53899
H -2.59496 -1.38103 -7.79651
H -4.18731 -1.81544 -8.17672
H -3.56906 -4.05383 -8.97352
H -1.94016 -3.84929 -8.51407
H -3.47748 -2.49574 -10.78462
H -2.14374 -3.57343 -10.81345
H -1.90145 -1.86586 -10.35542
C 2.35263 -1.79956 4.26011
C 2.42428 -0.92858 2.99389
C 1.46932 -1.25732 1.93537
C 1.60920 -0.39099 0.69347
N 0.93524 -1.09084 -0.52038
C 1.70921 -2.37836 -0.90806
C 1.35417 -2.54469 -2.39397
C 1.50306 -1.07419 -2.95872
C 1.22559 -0.14732 -1.77787
C -0.58844 -1.41360 -0.28176
C -1.44641 -0.28953 0.25042
C -2.93213 -0.65626 0.24804
H 2.56383 -2.84881 4.05377
H 1.30232 -1.89058 4.53701
H 3.04808 -1.38932 4.99235
H 3.38271 -1.09451 2.50200
H 2.41486 0.13421 3.23575
H 0.51392 -1.02472 2.40571
H 1.43809 -2.31113 1.65858
H 2.63610 -0.22233 0.36924
H 1.26225 0.62338 0.89035
H 1.63412 -3.21605 -0.21470
H 2.76104 -2.09492 -0.87045
H 0.38326 -3.01525 -2.54887
H 2.08748 -3.14331 -2.93435
H 0.76510 -0.93208 -3.74823
H 2.49481 -0.95585 -3.39521
H 0.31514 0.43469 -1.92084
H 2.01016 0.58580 -1.59049
H -0.62222 -2.23896 0.42939
H -0.89153 -1.85370 -1.23179
H -1.30990 0.60642 -0.35516
H -1.31435 -0.01800 1.29777
H -3.33807 0.00260 1.01563
H -3.04429 -1.71082 0.49990
H -3.40334 -0.50352 -0.72291
C 4.99072 -5.49202 5.46578
C 3.42906 -5.29106 5.56189
C 2.96422 -4.56919 6.83558
C 1.42234 -4.37712 6.77928
N 0.83594 -3.79156 8.10012
C 0.50166 -4.95186 9.04715
C -0.97109 -5.30531 8.69721
C -1.54715 -4.21927 7.75692
C -0.53917 -3.17562 7.85424
C 1.75976 -2.69979 8.75995
C 1.83621 -1.36973 7.93224
C 3.02226 -0.53557 8.33425
H 5.47338 -4.60841 5.04818
H 5.23568 -6.40241 4.91874
H 5.29607 -5.44308 6.51099
H 2.96550 -6.27417 5.48008
H 3.30835 -4.68933 4.66109
H 3.45550 -3.59798 6.77641
H 3.30484 -5.01509 7.77005
H 0.87050 -5.29990 6.60025
H 1.17887 -3.61709 6.03686
H 0.63830 -4.63810 10.08203
H 1.17995 -5.79840 8.94034
H -1.52309 -5.25933 9.63597
H -1.17553 -6.25873 8.21009
H -2.44187 -3.80483 8.22146
H -1.86824 -4.63235 6.80070
H -0.71577 -2.60298 8.76473
H -0.48946 -2.49086 7.00763
H 2.79077 -3.04266 8.84690
H 1.30089 -2.57574 9.74085
H 0.99705 -0.75993 8.26699
H 1.84815 -1.47354 6.84726
H 3.09629 -0.52465 9.42168
H 3.07941 0.48284 7.94998
H 3.94373 -1.05191 8.06518
C 0.81657 9.11517 5.87434
C 1.01174 8.99295 4.39993
C 1.68683 7.71693 3.86058
C 1.77753 7.71269 2.32003
N 2.82461 6.75738 1.70513
C 4.30445 7.15628 2.09070
C 5.04842 7.27508 0.77812
C 4.03638 7.77143 -0.18255
C 2.78677 7.03854 0.18688
C 2.34306 5.27337 2.02381
C 3.39615 4.24903 1.67323
C 2.92652 2.80131 1.70853
H 0.05109 8.43995 6.25676
H 0.41159 10.11716 6.01616
H 1.68335 9.05008 6.53205
H 1.62891 9.84854 4.12581
H 0.06026 9.10777 3.88071
H 1.13029 6.85706 4.23337
H 2.67321 7.57103 4.30087
H 2.03972 8.69776 1.93402
H 0.73082 7.54615 2.06552
H 4.76133 6.52684 2.85436
H 4.35429 8.17115 2.48525
H 5.48982 6.29904 0.57663
H 5.88432 7.95630 0.93724
H 4.24856 7.67248 -1.24711
H 3.91828 8.85411 -0.13826
H 2.59647 6.07919 -0.29431
H 1.97054 7.70708 -0.08684
H 1.38761 5.09974 1.52876
H 2.27087 5.18957 3.10819
H 4.33843 4.45122 2.18244
H 3.73982 4.37617 0.64667
H 3.68621 2.11043 1.34296
H 1.97137 2.73948 1.18703
H 2.50162 2.49928 2.66579
C 5.77247 -0.81453 -3.09906
C 5.59362 -0.68046 -1.58429
C 6.77679 -0.03721 -0.80547
C 6.37016 1.07271 0.24940
N 7.59882 1.91358 0.84166
C 6.97126 2.93768 1.83946
C 7.68420 4.26859 1.77747
C 7.98599 4.37206 0.27848
C 8.15566 2.89188 -0.24138
C 8.70661 1.02295 1.49018
C 9.97272 1.72846 2.10067
C 11.08072 0.74527 2.45489
H 4.80393 -0.88354 -3.59430
H 6.43355 -1.63432 -3.38016
H 6.22312 0.11204 -3.45468
H 5.26981 -1.61312 -1.12235
H 4.74402 -0.02993 -1.37671
H 7.55099 0.38236 -1.44787
H 7.17207 -0.91393 -0.29240
H 5.80672 0.56246 1.03060
H 5.79170 1.84031 -0.26468
H 6.76785 2.42693 2.78066
H 5.99317 3.12227 1.39523
H 8.52083 4.21820 2.47433
H 6.94801 5.00969 2.08875
H 8.89163 4.93601 0.05511
H 7.18260 4.99619 -0.11280
H 9.20781 2.60737 -0.25413
H 7.79101 2.67825 -1.24611
H 9.05074 0.35496 0.70057
H 8.16143 0.40886 2.20695
H 9.65532 2.10558 3.07286
H 10.29944 2.59454 1.52514
H 10.92410 0.22776 3.40134
H 12.02983 1.26940 2.56718
H 11.12972 0.00789 1.65367
C 0.24004 3.73302 -1.69867
C -0.70788 3.59507 -0.52716
O -0.42960 2.96583 0.49904
N -2.13047 4.25527 -0.80352
H -1.96195 5.19108 -0.46297
H -2.41492 4.18826 -1.77031
C -3.24538 3.60141 -0.02550
H -0.42114 3.60008 -2.55498
H 1.01646 2.97172 -1.62334
H 0.71428 4.71234 -1.63438
H -2.87375 3.09684 0.86636
H -3.58167 2.73068 -0.58840
H -4.08336 4.25998 0.20292
C -4.91730 -4.96248 5.21629
C -5.27661 -3.54493 4.72496
O -6.27396 -3.32446 4.08562
N -4.30600 -2.38364 4.76981
H -4.40944 -1.94114 5.67180
H -3.39393 -2.81602 4.73402
C -4.33074 -1.34787 3.62065
H -4.38046 -4.99182 6.16448
H -4.21485 -5.46075 4.54816
H -5.82957 -5.55856 5.19296
H -3.61926 -0.59060 3.94995
H -5.34292 -0.95454 3.71501
H -4.02492 -1.74693 2.65353
C 1.90088 -4.53406 -5.52505
C 3.19823 -3.90386 -5.57734
O 3.41989 -2.78846 -5.05209
N 4.30830 -4.66927 -6.31843
H 4.06783 -5.62066 -6.07942
H 4.11858 -4.45734 -7.28754
C 5.76068 -4.26598 -5.89188
H 1.85561 -5.07393 -4.57922
H 1.81378 -5.18390 -6.39581
H 1.07972 -3.81760 -5.50359
H 5.78151 -3.18932 -5.72320
H 6.39648 -4.62024 -6.70327
H 6.05439 -4.77807 -4.97558
P -1.35143 -4.31299 3.22309
F -0.77555 -5.09715 1.90893
F -2.77220 -4.04903 2.41305
F -2.04109 -5.76951 3.60421
F -1.91967 -3.78589 4.67213
F 0.02282 -4.68264 3.92838
F -0.77027 -2.91096 2.69129
P 4.22974 3.40028 -2.48905
F 4.76725 4.34615 -3.69983
F 3.10754 4.51722 -2.12923
F 3.21688 2.71227 -3.50336
F 3.75792 2.34587 -1.34788
F 5.40892 2.32145 -2.85353
F 5.21535 4.18343 -1.39359
P 4.95692 1.34915 5.08662
F 5.02692 0.67613 3.56687
F 5.26100 -0.09524 5.88877
F 6.55272 1.55131 4.96012
F 4.86486 2.04135 6.59136
F 4.61740 2.83365 4.43791
F 3.37233 1.08023 5.18136
P -3.20343 -4.73200 -1.93120
F -4.50316 -4.15284 -2.73342
F -2.76056 -5.70786 -3.23465
F -2.19485 -3.56512 -2.49927
F -1.96394 -5.30057 -0.98525
F -3.51727 -3.90862 -0.49754
F -4.12823 -5.93016 -1.37485
P -6.25348 1.80287 1.51604
F -7.20466 2.25051 2.76380
F -6.05562 3.28156 0.85489
F -5.01234 2.01803 2.43579
F -5.28584 1.31053 0.24777
F -6.38239 0.26341 2.04667
F -7.59052 1.49571 0.66925
```

Summary:
Total charge: +4
F_max (Eh/bohr): 0.1303
Energy relative to the best compared isomer or geometry (same formula, charge and spin) (kcal per mole): 211.16
Molar mass (g/mol): 1969.04

Here are the Löwdin charges for atoms 1 to 4, given in e: -0.09, -0.23, -0.15, -0.06